[1]
Density functional theory data (ωB97M-V/def2-TZVPD) for a 2-piece molecular cluster, C5H10O2P overall at a distorted geometry.

The geometry in ORCA input format:
```
! RIJCOSX wB97M-V def2-TZVPD def2/J DEFGRID3
* xyz -1 1
P -0.00404 0.87772 -1.22198
O -0.20507 0.63007 -2.65653
O 0.36408 2.25440 -0.85403
C -2.57289 0.63092 -0.42400
C 2.27670 -1.09142 0.00201
C -0.82826 -0.11890 1.34281
C -1.24698 -0.02477 -0.10258
C 3.54220 -0.89974 0.27305
H -3.24703 0.42296 0.27727
H -1.31311 -0.90754 -0.61888
H -1.45890 -0.65578 1.93615
H 0.25176 -0.52851 1.41733
H 2.08992 -2.26345 -0.31873
H -2.84169 0.40529 -1.35895
H -0.62797 0.90113 1.76940
H 3.77655 0.21600 0.60337
H -2.34464 1.73253 -0.27460
H 4.38938 -1.58092 0.20887
*
```

ΔE to the lowest compared entry with this formula, charge and spin	86.89	kcal/mol
gap between HOMO and LUMO (spin up / spin down)	6.91 / 6.91	eV


[2]
Density functional theory data (ωB97M-V/def2-TZVPD) for C3H7N4O2 as an isolated structure at a distorted geometry.

The geometry in ORCA input format:
```
! RIJCOSX wB97M-V def2-TZVPD def2/J DEFGRID3
* xyz 1 1
O -2.61137 0.42564 -0.32379
O 1.41301 1.54151 -1.51833
N -0.11985 0.22368 -0.61250
N -0.56038 -1.02178 2.28732
N 0.99245 -0.49503 -0.34704
N -1.59178 -0.50860 1.54839
C -1.65465 0.05294 0.48392
C 2.16470 0.30242 -1.02023
C 0.18403 1.34017 -1.25123
H -0.52314 2.09564 -1.49281
H 2.63831 -0.37500 -1.66282
H 2.90942 0.75630 -0.33888
H -3.47755 0.10801 -0.22888
H 0.08507 -1.48632 1.73047
H 1.04184 -1.54310 -0.49564
H -0.89011 -1.41649 3.24203
*
```

ΔE to the lowest compared entry with this formula, charge and spin	113.49	kcal/mol
gap between HOMO and LUMO	9.26	eV


[3]
Density functional theory data (ωB97M-V/def2-TZVPD) for C3H3NO3 in the gas phase at a distorted geometry.

The geometry in ORCA input format:
```
! RIJCOSX wB97M-V def2-TZVPD def2/J DEFGRID3
* xyz 0 1
O 1.18180 -1.95381 -0.66687
O -0.09205 2.30177 0.82728
O -2.24383 0.00109 -0.41974
N 1.28291 -0.69792 -0.17163
C 0.22336 -0.06362 0.09698
C 0.66461 1.39142 0.44352
C -1.27087 -0.61402 0.01050
H 1.69183 1.98286 0.15971
H -1.12682 -1.73491 0.41782
H 1.98470 -2.43764 -0.60745
*
```

SMILES string	O=CC(C=O)=NO
ΔE to the lowest compared entry with this formula, charge and spin	112.56	kcal/mol
gap between HOMO and LUMO	9.30	eV


[4]
Density functional theory data (ωB97M-V/def2-TZVPD) for an isolated ion of composition C9H11INO and charge +1 at a distorted geometry.

The geometry in ORCA input format:
```
! RIJCOSX wB97M-V def2-TZVPD def2/J DEFGRID3
* xyz 1 1
I -1.15349 1.20062 0.92206
O 0.92548 3.44077 -0.31707
N -0.21196 3.96816 -0.15832
C -1.19843 3.29807 0.21341
C 0.64161 -2.20916 0.79274
C 0.44985 -3.57166 1.01370
C 1.96064 4.41384 -0.57114
C -0.61260 -4.27662 0.53777
C -0.01581 -0.16241 -0.54981
C -1.38055 -2.24279 -0.55278
C -0.24043 -1.58548 -0.10807
C -1.56530 -3.56761 -0.18118
H 1.22297 -4.08052 1.75729
H 1.63783 5.11938 -1.40536
H -0.74649 -5.43729 0.75895
H 1.94865 4.95217 0.35673
H -0.55102 0.13864 -1.47722
H 2.89395 3.95835 -0.65648
H 1.60093 -1.68822 1.22308
H -2.07291 3.93678 0.53653
H 1.10198 0.18974 -0.39017
H -2.60608 -4.04606 -0.57581
H -2.02884 -1.74867 -1.16884
*
```

ΔE to the lowest compared entry with this formula, charge and spin	85.15	kcal/mol
gap between HOMO and LUMO	8.25	eV


[5]
Density functional theory data (ωB97M-V/def2-TZVPD) for a 3-piece molecular cluster, C17H27IO10 overall at a distorted geometry.

The geometry in ORCA input format:
```
! RIJCOSX wB97M-V def2-TZVPD def2/J DEFGRID3
* xyz 0 1
I -1.86181 -0.61466 3.86607
O -7.06387 4.83313 0.04522
O 0.18398 0.71787 2.54836
O 2.34896 -3.32025 -0.13885
O -6.64927 4.89631 -2.20992
O -1.97676 1.81563 2.31494
O 4.29608 -3.25892 -1.35169
O -5.21388 3.83371 -0.76889
O 2.37206 1.64041 0.65124
O 2.70004 -4.75720 -1.89199
O -0.19896 3.07861 3.49320
C 5.87889 -3.55533 -3.16480
C -4.35882 2.70823 1.20157
C 3.65487 -4.73965 -2.93818
C 3.26811 -0.72024 1.37094
C 3.05003 -3.74325 -1.04324
C -5.08008 3.91638 0.64041
C 4.86841 -4.20361 -2.24100
C -0.59079 1.96024 2.87262
C -0.27045 -1.24308 0.75929
C -1.42444 -1.79089 -0.26829
C -2.04942 0.38208 1.88119
C 3.54958 0.71297 0.58943
C -6.50931 4.03479 1.07559
C -0.15081 1.29423 0.00399
C -6.33814 4.55569 -1.08052
C -0.49338 0.31128 1.27209
C 1.42803 1.33676 -0.43540
H 6.63208 -3.01004 -2.58636
H 1.67445 0.35404 -1.02106
H -1.00128 -2.50010 -1.12665
H 5.36070 -4.97465 -1.63495
H 6.38484 -4.30720 -3.77893
H -0.55598 2.39981 0.11838
H 3.27971 -4.08331 -3.73172
H -0.74205 0.84446 -0.93048
H 1.53041 2.23005 -1.21956
H 5.40485 -2.82576 -3.83005
H 0.77101 -1.30848 0.19479
H -2.93010 0.05749 1.18274
H 2.22848 -0.77170 1.90661
H -2.00841 -0.92873 -0.80212
H 3.81025 -5.74386 -3.34398
H -6.61507 4.52253 2.04933
H -4.17438 2.82718 2.27408
H -3.39895 2.56534 0.69416
H 3.90850 0.52973 -0.51625
H 4.08652 -0.82643 2.21832
H -4.51111 4.82684 0.86732
H -4.93496 1.78945 1.04839
H 3.41283 -1.64232 0.64156
H -0.18616 -1.98515 1.67061
H 4.45790 1.22903 1.14549
H -2.20948 -2.42732 0.36615
H -7.04341 3.07786 1.09086
*
```

SMILES string	CCOCC[C@@]1(CC)OC(=O)O[C@@H]1I.C[C@@H]1COC(=O)O1.C[C@@H]1COC(=O)O1
ΔE to the lowest compared entry with this formula, charge and spin	140.57	kcal/mol
gap between HOMO and LUMO	9.33	eV


[6]
Density functional theory data (ωB97M-V/def2-TZVPD) for a 10-piece molecular cluster, C27H68F3N14O13S overall at a distorted geometry.

The geometry in ORCA input format:
```
! RIJCOSX wB97M-V def2-TZVPD def2/J DEFGRID3
* xyz -1 1
S 1.43278 -0.19470 -1.78752
F -0.05271 -0.94899 0.22497
F -0.54729 1.08158 -0.38467
F -1.23734 -0.60595 -1.47451
O -2.80428 7.31147 -5.11894
O -9.00837 6.59051 3.69810
O 2.38732 -5.38986 5.97575
O 7.35804 -8.82085 1.35999
O 2.42298 0.38815 -0.93209
O 1.07480 0.63206 -2.88989
O 5.19615 4.51955 -10.83884
O 8.89222 -0.19250 -5.73114
O 7.79976 -6.57987 -0.74071
O 7.62437 6.36823 -2.43892
O 1.53089 -7.84776 -0.43922
O 1.67716 -1.61064 -2.02973
O -1.62892 -5.96130 -7.97488
N -0.58761 -7.19156 -0.55984
N -1.80911 5.25501 -4.60543
N -2.82795 5.65036 -6.55990
N 1.91691 -4.13293 6.21643
N 9.18939 -1.63359 -4.05720
N 6.34793 2.85423 -10.13343
N 0.13949 -5.39425 -6.83206
N -0.08922 -9.11453 -1.46673
N 7.18938 -1.44001 -4.87230
N 5.79522 7.43166 -3.07313
N 6.00061 5.33757 -3.36136
N 4.80271 3.64553 -8.93581
N -1.57302 -5.84524 -5.69264
N -9.40089 6.09990 2.47461
C 2.25205 -1.67359 6.10442
C -9.42945 7.19919 1.38417
C -9.03503 5.33104 -0.20419
C -9.23847 4.21949 0.77142
C -0.36921 -5.08149 6.52546
C -0.24058 -0.16875 -0.73716
C 3.90679 -3.12806 7.22681
C 8.54441 -8.04074 1.17524
C 1.15944 -1.44117 7.19272
C -10.60882 8.08474 1.81391
C -1.08344 -5.69715 -6.90407
C 3.61906 -3.12640 4.67281
C -8.05682 7.94780 1.22464
C 2.89049 -3.07327 6.05693
C -9.49675 3.80621 3.13734
C 0.75164 -4.07758 7.09553
C -2.43374 6.12682 -5.37933
C 0.11698 -2.64156 7.15352
C 8.55793 -7.66473 -0.37033
C 5.49407 3.79927 -9.95458
C 6.54131 6.41134 -2.96791
C -7.26755 4.76421 2.44939
C 0.41155 -8.06072 -0.85050
C 8.44719 -1.00334 -4.91722
C -8.83522 4.78565 2.20071
C 1.07505 -4.32742 8.53181
C -9.86772 6.56837 0.11717
H -2.47557 4.77289 -6.91483
H -9.27622 3.98055 4.19046
H -11.51071 7.50021 1.63218
H 0.52516 -5.31687 -7.76231
H -3.52080 6.18199 -7.06728
H -7.61476 8.01695 2.21857
H 6.91327 -2.13059 -4.18895
H -7.98429 5.60725 -0.29218
H 6.23844 8.33207 -3.18674
H -1.19500 -5.35756 7.18117
H -9.39523 5.05071 -1.19402
H 3.46558 -3.21490 8.21973
H -6.68192 5.17161 1.62528
H -8.32298 8.87054 0.70908
H 4.95002 7.31216 -3.61300
H -10.24220 3.81615 0.63744
H -1.46312 4.45394 -5.11404
H -7.01285 5.08692 3.45889
H 10.18832 -1.48768 -4.02617
H 6.89963 -6.70665 -0.43201
H 6.68583 2.80509 -11.08396
H 4.63407 -2.33501 7.40066
H 1.67154 -3.51343 8.94378
H -10.57244 3.98077 3.11493
H -0.99410 -5.72092 -4.87441
H -0.37714 -6.35144 -0.04021
H -10.86374 6.13205 0.19249
H 4.44807 4.59108 -8.91966
H 1.63357 -1.26812 8.15882
H 0.08577 -6.04973 6.31667
H -10.56822 8.49562 2.82268
H -6.82917 3.76852 2.51671
H 1.97624 -1.28760 5.12308
H 8.77025 -2.27402 -3.39820
H -1.01276 -9.00707 -1.86124
H -7.34744 7.60521 0.47130
H -9.36758 2.74316 2.93401
H 4.28497 -3.98438 4.58039
H -10.60102 8.97818 1.18957
H -0.60450 -2.55279 6.34131
H -0.97063 -4.77617 5.66921
H 8.61891 -7.17832 1.83767
H -8.57697 3.35519 0.71215
H 0.89747 -0.39852 7.01288
H 0.17597 -4.39838 9.14395
H -2.54470 -5.90404 -5.42340
H 6.29797 4.52920 -2.83389
H -0.60215 -2.55250 7.96777
H -9.83391 6.69307 4.17722
H 1.66735 -5.21557 8.75198
H 9.29939 -8.75005 1.51430
H 5.04167 5.30201 -3.67640
H 2.36787 -5.44925 5.01778
H 4.10659 -2.20438 4.35610
H 3.02320 -0.93431 6.32095
H 4.61135 -3.95963 7.24045
H 5.04485 3.09655 -8.12335
H 9.48771 -7.59812 -0.93527
H 6.73132 2.32367 -9.36427
H 6.46147 -1.09903 -5.48384
H 8.06657 -8.46300 -0.92660
H -9.78796 7.32884 -0.65963
H 0.55865 -5.04999 -5.98007
H 6.87029 -8.57118 0.57172
H 2.83213 -3.20090 3.92228
H -1.49615 5.37093 -3.65216
H 0.62300 -9.72661 -1.83848
H -1.52421 -7.36323 -0.89660
*
```

ΔE to the lowest compared entry with this formula, charge and spin	174.21	kcal/mol
gap between HOMO and LUMO	7.68	eV


Which formula does entry 1 have? C5H10O2P